P:
22
Properties=species:S:1:pos:R:3 method="wB97M-V/def2-TZVPD" smiles="CCOCCOCC(=O)O" e_homo_ev=-9.6206 lumo_ev=0.7 molar_mass_g_mol=148.16
O -2.389 2.751 -0.218
O -2.939 2.141 1.939
O -0.724 0.068 1.501
O 0.574 -0.577 -0.931
C -2.154 2.095 0.825
C -0.797 1.523 1.155
C 2.956 -0.550 -0.960
C 1.678 -0.965 -1.788
C -1.284 -0.862 0.519
C -0.063 -1.543 -0.080
H -3.819 2.384 1.636
H -0.593 2.022 2.052
H -0.108 1.899 0.447
H 2.994 -1.211 -0.033
H 3.834 -0.694 -1.640
H 2.933 0.489 -0.733
H 1.677 -0.377 -2.723
H 1.694 -2.072 -1.981
H -1.989 -0.300 -0.153
H -1.733 -1.686 1.066
H -0.344 -2.531 -0.606
H 0.598 -2.005 0.704

Q:
22
Properties=species:S:1:pos:R:3 method="wB97M-V/def2-TZVPD" smiles="C[C@H]1C[C@@H](CO)C(=O)O1.O" e_homo_ev=-10.1082 lumo_ev=0.6 molar_mass_g_mol=148.16
C -4.238 2.641 -0.306
C -3.270 1.483 -0.376
C -3.056 0.909 -1.781
C -1.682 0.243 -1.710
C -0.976 0.045 -3.049
O 0.085 -0.880 -2.970
C -0.880 1.119 -0.765
O 0.198 0.831 -0.295
O -1.950 1.889 0.062
H -3.798 3.539 -0.762
H -5.152 2.384 -0.859
H -4.508 2.864 0.735
H -3.585 0.687 0.315
H -3.840 0.189 -2.043
H -3.044 1.732 -2.512
H -1.774 -0.738 -1.214
H -1.698 -0.351 -3.774
H -0.623 1.021 -3.424
H 0.909 -0.404 -3.134
O -0.225 3.372 -1.211
H -1.161 3.394 -0.546
H -0.585 3.458 -2.099

R:
22
Properties=species:S:1:pos:R:3 method="wB97M-V/def2-TZVPD" e_homo_ev="-7.8957 / -7.8953" lumo_ev="0.0 / 0.0" molar_mass_g_mol=148.16
C -1.768 0.867 0.987
C -0.886 1.919 1.158
C -0.844 -1.073 0.408
O -1.891 -1.766 -0.126
O -0.137 -1.576 1.254
H -1.922 -2.640 0.305
H -2.372 0.805 0.091
H -2.081 0.271 1.834
H -0.504 2.134 2.150
H 0.212 1.368 0.422
H -0.948 2.757 0.469
C 2.133 0.315 0.371
C 0.752 -1.189 -1.772
C 0.043 0.027 -1.218
O 0.990 0.870 -0.327
O -0.742 0.715 -1.810
H 1.835 -0.523 0.996
H 2.871 0.018 -0.370
H 2.536 1.124 0.980
H 1.451 -0.846 -2.539
H -0.007 -1.810 -2.241
H 1.280 -1.768 -1.021

Short version: R is the least stable of them.

P:
21
Properties=species:S:1:pos:R:3 method="wB97M-V/def2-TZVPD" charge=+1 e_homo_ev=-11.2305 lumo_ev=-3.7 molar_mass_g_mol=117.17
C 1.229 0.877 0.373
C -0.356 -0.989 0.192
C -2.421 0.094 -0.250
C 1.124 1.724 -0.771
C 0.491 -2.025 -0.437
N -2.674 0.728 0.919
N 2.340 0.136 0.562
O -1.456 -0.641 -0.628
H 0.633 1.205 1.285
H -0.624 -1.293 1.184
H -3.124 0.068 -1.170
H 1.521 2.766 -0.604
H 0.115 1.958 -1.203
H 1.851 1.511 -1.539
H 1.411 -2.230 0.075
H 0.812 -1.702 -1.377
H -0.154 -2.882 -0.680
H -3.592 1.044 1.065
H -2.129 0.504 1.741
H 2.615 -0.460 -0.154
H 2.388 -0.391 1.419

Q:
21
Properties=species:S:1:pos:R:3 method="wB97M-V/def2-TZVPD" charge=+1 e_homo_ev=-14.4586 lumo_ev=-8.9 molar_mass_g_mol=117.17
O 2.701 -0.002 0.114
C 1.683 0.362 0.588
N 0.868 1.108 1.153
C 2.821 2.169 2.868
C -1.243 -0.506 -0.968
N -2.609 -0.705 -1.311
C -3.173 -2.004 -0.978
C -0.407 -0.427 -2.249
H 3.800 2.736 2.571
H 2.904 2.155 4.000
H 2.971 1.156 2.536
H 2.000 2.798 2.542
H -1.108 0.454 -0.465
H 0.402 0.180 0.452
H -0.938 -1.268 -0.199
H -2.920 -2.624 -1.872
H -4.270 -2.009 -1.059
H -2.757 -2.414 -0.050
H -0.802 0.441 -2.768
H 0.641 -0.284 -2.003
H -0.563 -1.317 -2.902

Short version: Q is the least stable of them.

P:
21
Properties=species:S:1:pos:R:3 method="wB97M-V/def2-TZVPD" smiles="CNC[C@@H]([NH3+])CC=O" charge=+1 e_homo_ev=-13.5521 lumo_ev=-3.2 molar_mass_g_mol=117.17
N -1.124 -0.611 -0.027
C 0.081 -0.019 0.693
C 1.315 -0.801 0.286
C 1.220 -2.267 0.649
O 0.175 -2.870 0.608
C 0.163 1.498 0.375
N -0.962 1.970 -0.434
C -0.531 2.549 -1.734
H -1.030 -1.635 0.114
H -2.001 -0.310 0.392
H -1.118 -0.372 -1.017
H -0.151 -0.230 1.732
H 1.683 -0.673 -0.740
H 2.147 -0.351 0.828
H 2.127 -2.752 1.040
H 0.159 2.035 1.313
H 1.105 1.720 -0.126
H -1.405 2.748 0.041
H 0.076 1.825 -2.273
H -1.421 2.865 -2.278
H 0.064 3.450 -1.593

Q:
21
Properties=species:S:1:pos:R:3 method="wB97M-V/def2-TZVPD" charge=+1 e_homo_ev=-12.0965 lumo_ev=-3.3 molar_mass_g_mol=117.17
O -1.176 1.205 -3.385
C -1.945 0.555 -2.735
C -1.459 -0.149 -1.469
N -0.010 0.159 -1.330
H -2.978 0.356 -3.035
H -1.991 0.239 -0.603
H -1.648 -1.222 -1.553
H 0.547 -0.656 -1.586
H 0.181 0.894 -2.039
H 0.232 0.417 -0.356
C -0.573 1.208 1.620
C 0.151 0.088 1.767
N 1.514 -0.035 1.702
C 2.154 -1.321 1.517
H -0.115 2.176 1.483
H -1.632 1.163 1.795
H -0.341 -0.857 1.973
H 2.092 0.780 1.810
H 3.224 -1.221 1.687
H 1.768 -2.051 2.227
H 2.006 -1.728 0.511

R:
21
Properties=species:S:1:pos:R:3 method="wB97M-V/def2-TZVPD" smiles="C[C@@H]([NH3+])C(=O)N(C)C" charge=+1 e_homo_ev=-13.2727 lumo_ev=-3.5 molar_mass_g_mol=117.17
N 2.476 0.131 -0.409
C 1.090 -0.367 0.168
C 1.048 -1.894 -0.129
C 0.070 0.592 -0.478
N -1.190 0.589 0.050
C -2.190 1.297 -0.603
C -1.620 0.121 1.389
O 0.446 1.065 -1.535
H 3.003 0.405 0.528
H 2.341 0.903 -1.044
H 2.840 -0.512 -1.059
H 1.142 -0.262 1.211
H 1.941 -2.234 0.342
H 1.075 -2.164 -1.201
H 0.153 -2.246 0.311
H -1.865 1.515 -1.599
H -2.181 2.394 -0.232
H -3.298 0.844 -0.618
H -2.584 0.377 1.620
H -0.949 0.427 2.089
H -1.748 -0.984 1.197

Short version: R is the least stable of them.

P:
21
Properties=species:S:1:pos:R:3 method="wB97M-V/def2-TZVPD" charge=+1 e_homo_ev=-13.0957 lumo_ev=-3.9 molar_mass_g_mol=117.17
C 0.093 -0.908 -3.138
N -0.163 -0.880 -1.695
C 0.415 -1.680 -0.846
N 0.072 -1.858 0.415
H -0.192 0.055 -3.548
H -0.441 -1.740 -3.584
H 1.159 -0.989 -3.338
H -0.929 -0.309 -1.359
H 1.192 -2.309 -1.269
H -0.319 -1.109 0.972
H 0.579 -2.551 0.945
O 2.228 1.926 1.859
C 1.245 1.360 1.494
C -0.062 1.352 2.250
C -1.258 1.577 1.338
H 1.337 0.733 0.583
H 0.015 2.105 3.031
H -0.169 0.373 2.731
H -1.325 2.534 0.817
H -2.203 1.436 1.859
H -1.273 0.881 0.483

Q:
21
Properties=species:S:1:pos:R:3 method="wB97M-V/def2-TZVPD" smiles="N[C@@H](C=O)CCC[NH3+]" charge=+1 e_homo_ev=-13.2318 lumo_ev=-3.2 molar_mass_g_mol=117.17
O 3.068 0.996 -0.758
C 2.653 0.736 0.345
C 1.292 0.017 0.483
C 0.200 1.031 0.083
C -1.173 0.789 0.739
C -1.981 -0.459 0.310
N -1.660 -0.893 -1.087
N 1.273 -1.127 -0.468
H 3.177 0.992 1.273
H 1.153 -0.350 1.503
H 0.268 1.084 -1.019
H 0.510 2.021 0.402
H -1.090 0.714 1.817
H -1.754 1.687 0.544
H -3.051 -0.279 0.317
H -1.709 -1.266 0.974
H -2.335 -1.521 -1.478
H -1.569 -0.035 -1.688
H 1.583 -1.947 -0.010
H -0.691 -1.311 -1.023
H 1.837 -0.878 -1.257

R:
21
Properties=species:S:1:pos:R:3 method="wB97M-V/def2-TZVPD" charge=+1 e_homo_ev=-13.3509 lumo_ev=-3.4 molar_mass_g_mol=117.17
C -1.576 0.794 1.813
O -2.532 1.614 1.180
C -1.263 -0.502 1.110
C -0.894 -0.370 -0.360
C 0.252 0.579 -0.679
N 2.402 -0.911 -2.055
C 2.499 -0.501 -0.810
N 1.561 0.115 -0.168
H -1.881 0.592 2.840
H -0.694 1.397 1.982
H -2.968 1.155 0.449
H -2.125 -1.158 1.169
H -0.552 -1.081 1.692
H -0.716 -1.345 -0.819
H -1.763 0.016 -0.903
H 0.339 0.688 -1.757
H 0.091 1.545 -0.208
H 1.500 -0.967 -2.502
H 3.135 -1.460 -2.475
H 3.422 -0.625 -0.268
H 1.764 0.423 0.772

Short version: P is the least stable of them.

P:
21
Properties=species:S:1:pos:R:3 method="wB97M-V/def2-TZVPD" smiles="C[C@@H]([NH3+])C(=O)N(C)C" charge=+1 e_homo_ev=-13.4591 lumo_ev=-3.3 molar_mass_g_mol=117.17
N -0.893 -2.188 0.226
C -0.612 -0.783 0.741
C -1.937 -0.180 1.148
C 0.078 -0.109 -0.434
N 0.937 0.876 -0.202
C 1.592 1.540 -1.335
C 1.155 1.447 1.123
O -0.210 -0.550 -1.548
H -1.816 -2.167 -0.217
H -0.861 -2.885 0.967
H -0.302 -2.438 -0.579
H 0.080 -0.898 1.569
H -2.423 -0.832 1.883
H -2.579 -0.019 0.288
H -1.791 0.740 1.712
H 1.520 0.894 -2.190
H 2.619 1.716 -1.032
H 1.070 2.467 -1.577
H 1.773 2.329 1.019
H 1.664 0.737 1.780
H 0.209 1.720 1.599

Q:
21
Properties=species:S:1:pos:R:3 method="wB97M-V/def2-TZVPD" smiles="CN(CC=O)CC[NH3+]" charge=+1 e_homo_ev=-12.5363 lumo_ev=-3.2 molar_mass_g_mol=117.17
N 0.154 -0.895 1.935
C -1.169 -0.437 1.404
C -0.960 0.765 0.402
N 0.155 1.040 -0.450
C 1.288 1.844 -0.087
C 0.187 0.389 -1.753
C -0.003 -1.096 -1.484
O 0.235 -1.748 -0.544
H 0.322 -0.916 2.940
H 0.847 -0.084 1.610
H 0.439 -1.668 1.353
H -1.723 -1.269 0.891
H -1.894 -0.046 2.253
H -1.906 0.642 -0.225
H -0.901 1.720 1.182
H 2.174 1.226 0.182
H 1.018 2.362 0.821
H 1.601 2.710 -0.751
H 1.034 0.651 -2.319
H -0.709 0.474 -2.496
H -0.395 -1.610 -2.376

Short version: Q is the least stable of them.